{
  "formula": "C18H26F13N5O9P2S4",
  "method": "the ωB97M-V functional and the def2-TZVPD basis",
  "orbital_gap_ev": 3.7,
  "e_tot_ha": -5225.40545,
  "multiplicity": 1,
  "symbols": ["C", "C", "C", "P", "S", "C", "N", "S", "O", "O", "C", "F", "F", "C", "F", "F", "C", "F", "F", "F", "C", "N", "N", "N", "C", "C", "C", "C", "P", "O", "O", "C", "C", "O", "C", "C", "H", "H", "H", "H", "H", "H", "H", "H", "H", "H", "H", "H", "H", "H", "H", "H", "H", "H", "H", "H", "H", "H", "H", "H", "H", "H", "C", "F", "F", "F", "S", "O", "O", "N", "S", "O", "O", "C", "F", "F", "F"],
  "coordinates": [[-1.2306, -3.8139, 3.1277], [-1.7241, -2.9556, 2.1059], [-2.1638, -1.9455, 0.8469], [-1.4835, -0.2110, 1.3349], [0.0052, -0.3357, 2.6416], [-3.7899, -1.8662, 0.8749], [-4.5148, -2.2034, -0.3900], [-5.6352, -1.0057, -0.9364], [-6.7324, -1.7612, -1.7826], [-6.4376, -0.3790, 0.2699], [-4.9630, 0.3438, -2.0321], [-6.1173, 0.7943, -2.8984], [-3.8947, -0.0573, -2.9744], [-4.4441, 1.6949, -1.2572], [-4.1037, 1.5094, 0.1709], [-5.6086, 2.6575, -1.2805], [-3.2052, 2.4796, -1.9972], [-1.8904, 1.8049, -1.8992], [-3.5177, 2.8275, -3.4040], [-3.0556, 3.7956, -1.2739], [-3.6724, -2.8235, -1.4636], [-4.2205, -3.9205, -2.1401], [-2.2805, -2.3148, -1.7866], [-1.6605, -3.0540, -2.7856], [-1.4906, -2.5873, -0.4966], [0.1074, -2.2153, -0.6151], [0.4446, -0.9103, -1.5478], [1.5662, -1.2822, -2.7018], [3.3194, -1.3728, -1.8994], [4.3919, -1.4749, -3.0562], [3.3637, -2.9180, -1.0382], [4.3620, -2.8536, 0.0429], [3.7680, -2.2735, 1.4720], [3.5188, -0.0121, -0.8311], [4.4406, 1.0029, -1.3936], [5.9566, 0.5860, -0.8236], [-0.8458, -4.7926, 3.6921], [-2.5208, 0.5513, 2.0430], [-1.0903, 0.6083, 0.2177], [-4.0737, -0.7865, 1.2980], [-4.1839, -2.6206, 1.7124], [-4.0402, -4.1394, -3.1444], [-4.9136, -4.5297, -1.6106], [-1.6176, -4.0767, -2.5583], [-2.0927, -2.8893, -3.7307], [-1.5372, -3.7726, -0.3626], [0.6385, -3.1492, -1.1302], [0.6149, -2.1048, 0.4389], [0.9096, -0.0910, -0.8144], [-0.4843, -0.3979, -2.0448], [1.2971, -2.3227, -3.1683], [1.4990, -0.4703, -3.5735], [5.3091, -2.1887, -0.2384], [4.7471, -3.9556, 0.2311], [2.8388, -1.5496, 1.2883], [3.4827, -3.1475, 2.2165], [4.6031, -1.6413, 2.0434], [4.4036, 1.0892, -2.5637], [4.2185, 2.0961, -0.9707], [5.8957, 0.4886, 0.3555], [6.7691, 1.3403, -1.1983], [6.2525, -0.4907, -1.2403], [0.0249, 4.3437, 1.0967], [-0.8184, 3.5116, 0.4202], [0.8542, 4.8934, 0.1589], [-0.7442, 5.3751, 1.5591], [0.9437, 3.5081, 2.4320], [1.7143, 2.4657, 1.7504], [-0.0963, 3.0094, 3.3360], [1.7573, 4.7762, 2.9257], [2.7154, 4.4401, 4.1433], [3.8758, 3.5961, 3.8455], [2.0642, 4.1563, 5.4247], [3.4092, 6.1142, 4.3459], [2.4474, 7.0478, 4.6159], [4.0450, 6.5548, 3.2184], [4.3208, 6.2012, 5.3574]],
  "lowdin_charge": [0.11, -0.12, -0.46, 0.46, 0.26, -0.18, -0.15, 0.90, -0.32, -0.27, -0.22, 0.03, 0.01, -0.11, 0.02, 0.04, -0.15, 0.04, 0.07, 0.05, -0.13, 0.23, -0.10, 0.05, -0.23, -0.16, -0.24, -0.21, 0.77, -0.37, -0.30, -0.28, -0.10, -0.31, -0.25, -0.10, 0.08, 0.02, -0.01, 0.11, 0.16, 0.15, 0.18, 0.12, 0.14, 0.16, 0.12, 0.09, 0.12, 0.09, 0.10, 0.12, 0.11, 0.13, 0.06, 0.08, 0.10, 0.12, 0.14, 0.09, 0.08, 0.07, -0.61, 0.07, 0.10, 0.10, 0.57, -0.34, -0.33, -0.29, 0.60, -0.30, -0.30, -0.61, 0.09, 0.09, 0.10]
}